Entry 1:
DFT (wB97M-V/def2-TZVPD) results for a structure of composition C4H9N3.

Calculated values
Largest force on an atom   3.62 eV/Å
Energy   -8761.2544 eV
ΔE to the lowest compared entry with this formula, charge and spin   75.42 kcal per mole

Atoms and positions in Å:
C -0.740 -0.094 -1.025
C -1.118 0.331 1.256
C 1.462 -1.093 -0.484
N -1.737 0.417 -0.079
N 0.596 0.080 -0.410
C 0.325 0.652 0.982
N 1.109 1.602 1.162
H -1.922 1.393 -0.279
H 1.485 1.265 -0.027
H -0.930 -1.160 -1.203
H -0.807 0.427 -1.981
H -1.574 1.026 1.955
H -1.225 -0.687 1.644
H 1.725 -1.300 -1.522
H 2.376 -0.881 0.071
H 0.975 -1.978 -0.060

In the natural (NBO) picture, each atom carries the following charge in e: -0.060, -0.302, -0.412, -0.595, -0.539, 0.333, -0.592, 0.361, 0.410, 0.165, 0.200, 0.231, 0.202, 0.206, 0.215, 0.177

***

Entry 2:
DFT (wB97M-V/def2-TZVPD) results for a cluster of 2 separate species, C4H10O2 in total.

Calculated values
Largest force on an atom   2.57 eV/Å
SMILES   CC=O.CCO
Energy   -8403.7953 eV
ΔE to the lowest compared entry with this formula, charge and spin   40.40 kcal per mole

Atoms and positions in Å:
C -0.126 -0.133 1.409
O 0.841 0.355 2.339
C -1.366 -0.550 2.155
H -0.433 0.720 0.709
H 0.316 -0.853 0.740
H 0.879 1.307 2.202
H -2.080 -0.889 1.408
H -1.263 -1.297 2.916
H -1.866 0.226 2.744
O 0.673 0.728 -1.109
C 0.318 0.563 -2.243
C -0.071 -0.768 -2.863
H 0.295 1.362 -3.003
H -0.103 -0.867 -3.933
H -1.060 -0.983 -2.387
H 0.540 -1.565 -2.438

In the natural (NBO) picture, each atom carries the following charge in e: -0.061, -0.731, -0.634, 0.169, 0.176, 0.469, 0.197, 0.208, 0.206, -0.527, 0.457, -0.741, 0.097, 0.229, 0.244, 0.240

***

Entry 3:
DFT (wB97M-V/def2-TZVPD) results for an isolated molecule of C4H6N2O.

Calculated values
Largest force on an atom   2.03 eV/Å
SMILES   CC1=N[C@@H]1C(N)=O
Energy   -9271.1550 eV
ΔE to the lowest compared entry with this formula, charge and spin   54.12 kcal per mole

Atoms and positions in Å:
C 0.652 1.984 1.172
C 0.709 0.605 0.715
N 1.412 -0.413 0.827
O 1.033 -1.049 -1.651
C -0.033 -1.078 -1.066
N -1.096 -1.806 -1.536
C -0.183 -0.427 0.268
H 1.586 2.260 1.662
H 0.437 2.590 0.300
H -0.178 2.053 1.883
H -2.023 -1.756 -1.158
H -0.969 -2.214 -2.449
H -1.113 -0.621 0.837

In the natural (NBO) picture, each atom carries the following charge in e: -0.667, 0.233, -0.202, -0.605, 0.637, -0.826, -0.284, 0.241, 0.242, 0.239, 0.390, 0.405, 0.198

***

Entry 4:
DFT (wB97M-V/def2-TZVPD) results for a structure of composition C48H49N5O2S2Ti.

Calculated values
Largest force on an atom   1.42 eV/Å
⟨S²⟩   2.01
Energy   -106907.8567 eV
ΔE to the lowest compared entry with this formula, charge and spin   7.46 kcal per mole
Spin multiplicity   3

Atoms and positions in Å:
Ti -1.457 -0.369 -1.937
S -1.978 -2.735 -1.289
C -1.179 -2.792 0.241
N -0.687 -3.969 0.700
C -0.040 -4.056 2.002
C -0.630 -3.025 2.925
N -0.503 -1.721 2.290
C -0.407 -0.594 3.203
C 0.873 -0.595 4.009
C 2.002 -1.289 3.601
C 3.162 -1.256 4.367
C 3.208 -0.515 5.537
C 2.085 0.198 5.941
C 0.925 0.152 5.185
C -1.026 -1.611 1.032
S -1.527 -0.065 0.458
C -0.797 -5.233 -0.021
C -1.831 -6.149 0.591
C -1.476 -7.390 1.102
C -2.436 -8.225 1.664
C -3.759 -7.818 1.722
C -4.121 -6.574 1.217
C -3.165 -5.744 0.654
H 1.037 -3.891 1.892
H -0.197 -5.061 2.395
H -0.095 -3.009 3.872
H -1.685 -3.252 3.120
H -1.267 -0.607 3.885
H -0.478 0.330 2.629
H 1.990 -1.834 2.663
H 4.036 -1.803 4.034
H 4.113 -0.488 6.131
H 2.110 0.782 6.852
H 0.044 0.694 5.512
H 0.185 -5.714 -0.014
H -1.041 -5.012 -1.056
H -0.441 -7.710 1.055
H -2.147 -9.193 2.055
H -4.508 -8.466 2.160
H -5.155 -6.254 1.257
H -3.446 -4.776 0.253
C -2.574 4.773 -1.101
C -1.418 3.802 -0.861
C -0.487 3.669 -2.043
C 0.473 4.655 -2.256
C 1.360 4.566 -3.310
C 1.308 3.470 -4.159
C 0.367 2.459 -3.994
C 0.389 1.291 -4.961
C -0.922 0.931 -5.667
C -0.541 2.591 -2.932
N -1.567 1.599 -2.739
C -2.756 1.899 -3.166
C -3.810 0.975 -3.002
C -5.152 1.008 -3.362
C -5.686 -0.226 -2.972
C -4.642 -0.946 -2.397
N -3.499 -0.233 -2.397
H -3.159 4.916 -0.192
H -3.252 4.412 -1.876
H -2.202 5.748 -1.421
H -1.805 2.826 -0.568
H -0.828 4.159 -0.014
H 0.531 5.491 -1.565
H 2.110 5.332 -3.460
H 2.012 3.391 -4.980
H 0.780 0.414 -4.443
H 1.125 1.539 -5.728
H -1.584 0.306 -5.072
H -0.709 0.375 -6.581
H -1.491 1.821 -5.944
H -2.927 2.835 -3.695
H -5.665 1.827 -3.846
H -6.705 -0.563 -3.083
H -4.660 -1.937 -1.971
C 1.627 5.545 2.177
C 2.195 4.680 1.083
C 3.206 5.170 0.265
C 3.759 4.387 -0.740
C 3.286 3.104 -0.940
C 2.268 2.605 -0.135
N 1.782 1.279 -0.348
C 2.574 0.175 -0.117
C 3.651 0.285 0.787
C 4.458 -0.792 1.072
C 4.220 -2.038 0.493
C 3.163 -2.161 -0.383
C 2.336 -1.080 -0.714
C 1.279 -1.383 -1.723
O 1.180 -2.473 -2.233
O 0.445 -0.380 -2.055
C 1.720 3.374 0.890
C 0.673 2.787 1.803
H 2.151 6.499 2.231
H 1.705 5.062 3.155
H 0.566 5.755 2.014
H 3.572 6.179 0.426
H 4.551 4.780 -1.366
H 3.692 2.472 -1.721
H 1.085 1.162 -1.065
H 3.837 1.241 1.258
H 5.280 -0.662 1.767
H 4.853 -2.888 0.713
H 2.952 -3.103 -0.871
H 0.162 1.950 1.323
H -0.069 3.528 2.099
H 1.135 2.410 2.722

Results of the Mulliken charge analysis, in e, for atoms 1 through 99: -0.414, -0.538, 0.378, 0.476, -0.616, -0.998, 0.528, -1.084, 0.758, 0.717, -0.927, -0.583, -0.670, -0.669, 0.011, -0.260, -1.686, 0.673, -0.307, -0.625, -0.379, -0.749, -0.096, 0.184, 0.488, 0.524, 0.373, 0.297, 0.024, 0.031, 0.471, 0.410, 0.400, 0.422, 0.456, 0.512, 0.373, 0.372, 0.378, 0.401, 0.393, -1.505, 0.120, 1.384, -0.463, -1.260, -1.010, 1.232, -0.767, -1.228, -1.012, 2.157, -0.217, -0.702, -0.956, -0.795, -0.490, 0.874, 0.445, 0.307, 0.336, -0.079, -0.265, 0.446, 0.419, 0.376, 0.003, 0.512, 0.111, 0.433, 0.312, 0.553, 0.491, 0.445, 0.393, -1.654, 1.207, -1.015, -1.267, -0.121, -1.037, 1.485, 1.197, -0.359, -0.694, -1.025, -1.027, 0.612, -0.535, -0.707, 0.496, 1.108, -0.869, 0.450, 0.308, 0.292, 0.369, 0.423, 0.567

***

Entry 5:
DFT (wB97M-V/def2-TZVPD) results for an isolated molecule of C3H9N3.

Calculated values
Largest force on an atom   3.24 eV/Å
SMILES   C[C@H]1NC1(N)N
Energy   -7724.9868 eV
ΔE to the lowest compared entry with this formula, charge and spin   59.66 kcal per mole

Atoms and positions in Å:
C 0.303 -0.092 -0.784
C 0.641 -1.508 -1.102
C -0.364 0.453 0.421
N -0.310 1.879 0.698
N 0.125 -0.338 1.543
N -1.398 -0.065 -0.372
H 0.895 0.639 -1.335
H 0.638 2.188 0.893
H -0.649 2.409 -0.097
H -0.646 -0.798 2.014
H 0.700 0.163 2.213
H -2.116 0.634 -0.537
H 0.542 -1.683 -2.176
H -0.036 -2.153 -0.548
H 1.675 -1.729 -0.831

In the natural (NBO) picture, each atom carries the following charge in e: -0.003, -0.642, 0.326, -0.840, -0.873, -0.655, 0.190, 0.362, 0.361, 0.372, 0.366, 0.362, 0.214, 0.240, 0.220

***

Entry 6:
DFT (wB97M-V/def2-TZVPD) results for an isolated molecule of C2H6OSSi.

Calculated values
Largest force on an atom   4.67 eV/Å
SMILES   O=C([SiH3])CS
Energy   -22929.2667 eV
ΔE to the lowest compared entry with this formula, charge and spin   59.85 kcal per mole

Atoms and positions in Å:
C 0.387 0.775 -0.428
C 1.545 -0.504 0.163
O 0.815 1.782 -0.799
Si -1.510 0.390 0.045
S 3.173 0.043 0.528
H 1.553 -1.336 -0.542
H 0.954 -0.869 0.970
H -1.331 0.963 1.339
H -2.485 1.098 -0.877
H -1.493 -1.017 -0.172
H 3.030 0.933 -0.420

In the natural (NBO) picture, each atom carries the following charge in e: 0.335, -0.681, -0.525, 0.731, -0.003, 0.213, 0.204, -0.129, -0.123, -0.149, 0.128